# 1
Molecular formula: C3H5NO3S
Method: DFT, ωB97M-V with the def2-TZVPD basis set

Last column: natural (NBO) charge in e.
Atoms and positions in Å:
O  2.466  0.226  -1.062  -0.563
C  2.273  0.106  0.129  0.529
N  1.209  0.599  0.844  -0.782
S  -0.095  1.438  0.066  0.425
C  -0.935  0.138  -0.824  -0.711
C  -1.399  -1.068  -0.060  0.769
O  -1.482  -2.168  -0.536  -0.554
O  -1.814  -0.862  1.162  -0.657
H  2.888  -0.476  0.821  0.117
H  1.045  0.288  1.790  0.410
H  -0.348  -0.242  -1.693  0.272
H  -1.787  0.566  -1.276  0.263
H  -1.724  0.040  1.414  0.483

Properties
- total charge = 0
- HOMO (eV) = -10.1
- gap between HOMO and LUMO (eV) = 10.35

---

# 2
Molecular formula: C6H12N2
Method: DFT, ωB97M-V with the def2-TZVPD basis set

Last column: natural (NBO) charge in e.
Atoms and positions in Å:
C  0.031  0.137  2.580  -0.631
C  -0.648  -0.250  1.304  0.095
C  -1.329  0.544  0.435  -0.123
N  -1.624  -0.247  -0.654  -0.536
C  -1.143  -1.492  -0.356  0.170
N  -0.511  -1.521  0.779  -0.455
H  -0.133  -0.629  3.335  0.226
H  -0.345  1.097  2.920  0.212
H  1.101  0.232  2.419  0.220
H  -1.641  1.569  0.561  0.216
H  -2.427  -0.101  -1.244  0.412
H  -1.095  -2.266  -1.105  0.194
C  1.829  1.658  -1.459  -0.609
C  2.462  0.464  -2.127  -0.614
H  0.778  1.764  -1.707  0.203
H  1.911  1.603  -0.374  0.206
H  2.293  2.598  -1.770  0.201
H  3.555  0.448  -2.109  0.204
H  2.145  0.304  -3.155  0.201
H  2.216  -0.495  -1.656  0.207

Properties
- total charge = 0
- HOMO (eV) = -8.7
- gap between HOMO and LUMO (eV) = 9.59

---

# 3
Molecular formula: C33H54BN6S3Sb2Zr
Method: DFT, ωB97M-V with the def2-TZVPD basis set

Last column: Mulliken charge in e.
Atoms and positions in Å:
Zr  11.355  10.146  12.949  -0.679
C  6.406  7.126  15.612  -1.697
C  7.057  7.622  14.353  0.648
C  6.324  8.974  13.934  -1.183
C  6.867  6.547  13.266  -1.410
N  8.510  7.897  14.593  0.370
C  9.013  8.083  15.925  -0.291
C  10.295  8.533  15.838  -1.823
N  10.679  8.515  14.489  2.149
B  12.196  8.129  14.228  -2.319
N  13.152  9.164  14.898  0.589
C  14.436  8.619  15.074  -1.144
C  15.208  9.548  15.681  -0.743
N  14.473  10.742  15.787  0.478
C  13.226  10.483  15.334  0.610
S  12.122  11.704  14.879  -0.208
C  15.031  12.038  16.214  0.825
C  14.116  12.572  17.290  -1.464
C  16.447  11.746  16.801  -1.692
C  15.158  13.072  15.130  -1.435
N  12.661  7.873  12.686  3.006
C  12.662  6.585  12.099  -1.186
C  13.707  6.527  11.236  -0.552
N  14.371  7.764  11.159  0.687
C  13.690  8.580  11.968  0.249
S  13.846  10.275  11.951  -0.368
C  15.610  8.068  10.396  0.715
C  16.617  8.863  11.230  -1.676
C  16.269  6.712  10.147  -1.506
C  15.245  8.786  9.121  -1.441
C  9.552  8.133  13.758  0.484
S  9.421  8.042  12.075  -0.307
H  5.304  6.849  15.511  0.372
H  6.516  7.960  16.388  0.398
H  6.887  6.232  16.038  0.446
H  6.404  9.724  14.785  0.304
H  5.276  8.622  13.745  0.455
H  6.695  9.371  13.003  0.197
H  5.805  6.262  13.218  0.517
H  7.454  5.615  13.623  0.332
H  7.307  6.925  12.321  0.326
H  8.494  7.876  16.888  0.446
H  11.018  8.734  16.603  0.697
H  12.274  7.011  14.758  -0.006
H  14.667  7.604  14.881  0.770
H  16.080  9.501  16.307  0.818
H  13.798  11.836  18.025  0.397
H  13.116  12.807  16.836  0.386
H  14.560  13.488  17.740  0.447
H  16.385  11.127  17.706  0.391
H  17.082  12.623  17.010  0.410
H  16.924  11.134  15.984  0.482
H  14.270  13.655  14.831  0.292
H  15.623  12.652  14.212  0.273
H  15.844  13.811  15.589  0.523
H  12.254  5.740  12.660  0.493
H  13.912  5.784  10.466  0.293
H  16.733  8.635  12.297  0.275
H  16.483  9.950  11.099  0.414
H  17.571  8.623  10.777  0.540
H  16.632  6.353  11.150  0.426
H  17.236  6.879  9.602  0.441
H  15.560  5.972  9.660  0.380
H  14.884  9.746  9.370  0.389
H  14.452  8.189  8.642  0.275
H  16.107  8.879  8.482  0.499
C  12.080  11.914  8.486  -1.506
Sb  10.809  10.521  9.737  0.444
C  11.108  8.568  8.846  -1.110
C  9.127  10.852  8.341  -1.456
C  8.621  12.271  8.234  0.352
C  8.827  13.028  7.090  -0.690
C  8.550  14.386  7.072  -0.566
C  8.025  15.021  8.204  -0.568
C  7.767  14.289  9.301  -0.609
C  8.102  12.951  9.405  1.242
C  7.895  12.214  10.680  -1.464
Sb  9.687  12.445  12.077  0.566
C  10.843  14.045  11.157  -1.070
C  8.769  13.992  13.397  -1.342
H  11.450  12.766  8.218  0.524
H  12.266  11.293  7.604  0.463
H  12.991  12.252  8.990  0.419
H  11.256  8.773  7.750  0.472
H  10.125  8.076  9.033  0.423
H  11.905  7.934  9.224  0.186
H  8.416  10.140  8.810  0.612
H  9.444  10.378  7.393  0.721
H  9.321  12.620  6.217  0.438
H  8.930  15.083  6.290  0.338
H  7.895  16.077  8.270  0.466
H  7.146  14.753  10.097  0.368
H  7.706  11.107  10.603  0.273
H  7.172  12.725  11.348  0.844
H  9.997  14.751  11.005  0.411
H  11.204  13.782  10.172  0.246
H  11.579  14.469  11.851  0.467
H  8.324  14.789  12.857  0.457
H  9.516  14.324  14.135  0.436
H  7.988  13.476  13.959  0.427

Properties
- total charge = +3
- HOMO (eV) = -15.2
- gap between HOMO and LUMO (eV) = 5.81

---

# 4
Molecular formula: C35H97N7O10
Method: DFT, ωB97M-V with the def2-TZVPD basis set

Last column: Mulliken charge in e.
Atoms and positions in Å:
C  -3.447  5.246  4.370  -0.758
O  -3.778  4.638  3.173  -0.325
C  -4.088  3.234  3.311  -0.583
C  -4.836  2.937  1.954  0.671
C  -6.387  2.984  2.058  -1.643
N  -4.413  1.660  1.411  -0.628
H  -3.172  6.282  4.143  0.224
H  -2.470  4.718  4.756  0.164
H  -4.227  5.167  5.077  0.369
H  -3.200  2.601  3.448  0.035
H  -4.825  3.110  4.032  0.657
H  -4.594  3.626  1.139  0.113
H  -6.720  3.829  2.642  0.394
H  -6.777  2.087  2.518  0.400
H  -6.907  3.081  1.127  0.386
H  -4.398  0.863  2.133  0.297
H  -3.501  1.778  1.035  0.119
C  1.833  3.907  -5.681  -0.396
O  2.659  2.778  -5.767  -0.396
C  1.955  1.589  -5.560  -0.240
C  2.743  0.356  -5.972  1.009
C  3.211  0.457  -7.384  -1.446
N  1.946  -0.843  -5.830  -0.557
H  1.154  3.925  -6.555  0.277
H  2.543  4.760  -5.727  0.272
H  1.259  3.934  -4.754  -0.019
H  1.655  1.553  -4.525  0.027
H  1.004  1.514  -6.231  0.107
H  3.662  0.212  -5.308  0.107
H  2.356  0.848  -7.968  0.364
H  3.478  -0.591  -7.780  0.380
H  4.089  1.198  -7.475  0.272
H  1.286  -0.752  -5.029  0.056
H  1.414  -1.194  -6.630  0.257
C  5.807  -1.508  -1.887  -0.622
O  5.425  -2.894  -1.809  -0.383
C  4.419  -3.285  -2.765  -0.248
C  3.674  -4.422  -2.128  0.192
C  2.406  -4.674  -2.929  -1.092
N  3.243  -4.108  -0.717  -0.286
H  6.676  -1.367  -1.235  0.252
H  4.969  -0.885  -1.591  0.139
H  6.014  -1.256  -2.903  0.365
H  3.774  -2.402  -2.883  -0.199
H  4.865  -3.551  -3.669  0.528
H  4.291  -5.293  -1.987  0.480
H  1.710  -3.812  -3.077  -0.052
H  1.912  -5.617  -2.669  0.402
H  2.871  -4.996  -3.901  0.459
H  2.631  -3.302  -0.787  0.022
H  4.062  -3.831  -0.121  0.329
C  -0.779  0.677  1.715  0.360
O  0.450  0.624  1.050  0.044
C  0.184  0.426  -0.337  -0.652
C  1.181  -0.473  -1.063  -0.067
C  0.884  -0.572  -2.508  0.264
N  1.251  -1.861  -0.466  -0.173
H  -1.375  -0.143  1.378  0.561
H  -1.278  1.628  1.438  -0.166
H  -0.641  0.677  2.742  -0.618
H  -0.782  -0.055  -0.529  0.514
H  -0.025  1.389  -0.816  -0.277
H  2.194  -0.042  -0.894  0.246
H  1.081  0.431  -3.000  -0.318
H  -0.176  -0.767  -2.682  -0.307
H  1.432  -1.289  -3.018  -0.080
H  0.332  -2.231  -0.422  -0.124
H  1.501  -1.758  0.473  0.277
C  0.224  1.636  5.011  -1.171
O  1.129  0.736  4.391  0.155
C  2.384  1.251  4.102  -0.968
C  3.236  0.063  3.589  0.383
C  4.438  0.598  2.869  -1.737
N  2.506  -0.853  2.757  -0.470
H  0.351  1.751  6.081  0.331
H  -0.754  1.272  4.837  0.281
H  0.328  2.626  4.642  0.476
H  2.347  2.111  3.414  0.375
H  2.801  1.626  5.065  0.528
H  3.505  -0.527  4.490  0.363
H  5.111  -0.194  2.602  0.386
H  4.998  1.327  3.454  0.395
H  4.113  1.091  2.000  0.355
H  2.005  -1.521  3.350  0.203
H  1.824  -0.349  2.187  0.221
C  -1.084  -6.627  5.388  -0.710
O  -1.385  -5.248  5.383  -0.309
C  -0.327  -4.336  5.668  -0.736
C  -0.759  -2.885  5.282  0.741
C  -1.116  -2.766  3.842  -1.246
N  0.437  -2.062  5.566  -0.300
H  -2.005  -7.164  5.276  0.273
H  -0.630  -7.010  6.274  0.328
H  -0.454  -6.871  4.534  0.212
H  -0.135  -4.413  6.775  0.348
H  0.514  -4.730  5.068  0.313
H  -1.623  -2.655  5.891  0.080
H  -0.293  -2.977  3.184  0.143
H  -1.489  -1.753  3.636  0.200
H  -1.955  -3.377  3.574  0.554
H  0.903  -1.949  6.449  0.215
H  0.473  -1.276  4.932  -0.160
C  -0.138  3.907  -1.541  -1.165
O  -0.630  3.126  -2.597  0.229
C  -1.992  3.268  -2.715  -0.268
C  -2.457  2.512  -3.877  0.190
C  -2.348  1.007  -3.733  -0.938
N  -2.017  2.982  -5.166  -0.682
H  -0.816  4.106  -0.692  0.171
H  0.103  4.945  -1.853  0.295
H  0.778  3.512  -1.160  0.458
H  -2.405  2.769  -1.837  -0.062
H  -2.286  4.268  -2.733  0.566
H  -3.576  2.652  -3.901  0.349
H  -2.898  0.650  -2.858  0.415
H  -1.363  0.623  -3.666  -0.277
H  -2.811  0.459  -4.561  0.411
H  -1.043  2.861  -5.276  0.170
H  -2.275  3.961  -5.262  0.312
C  -1.637  -4.087  -2.766  -0.520
C  -1.960  -4.678  -1.374  0.380
C  -2.172  -6.182  -1.531  -1.408
O  -0.980  -4.375  -0.420  -0.330
H  -2.346  -4.362  -3.584  0.423
H  -0.663  -4.562  -3.052  0.010
H  -1.474  -3.032  -2.687  -0.135
H  -2.875  -4.213  -1.036  0.366
H  -1.270  -6.625  -2.002  0.276
H  -3.120  -6.315  -2.081  0.453
H  -2.476  -6.735  -0.624  0.336
H  -0.257  -5.060  -0.416  0.253
C  -3.070  7.259  1.083  -1.293
C  -1.672  6.592  1.032  0.420
C  -0.766  7.243  2.129  -1.239
O  -1.794  5.148  1.151  -0.295
H  -3.515  6.903  0.165  0.328
H  -2.994  8.319  0.964  0.458
H  -3.655  6.883  1.911  0.217
H  -1.279  6.698  0.054  0.384
H  -1.238  7.071  3.132  0.136
H  -0.754  8.313  1.955  0.427
H  0.252  6.877  2.152  0.329
H  -2.570  4.930  1.728  0.208
C  1.204  -5.940  1.297  -0.864
O  1.400  -5.919  -0.103  -0.727
H  2.045  -6.404  1.748  0.463
H  0.996  -4.992  1.760  0.127
H  0.322  -6.571  1.480  0.269
H  2.188  -5.282  -0.357  0.590

Properties
- total charge = 0
- HOMO (eV) = -8.7
- gap between HOMO and LUMO (eV) = 9.16